No. 1
Below is a 2-piece molecular cluster, C6H10N2O2 overall in a non-equilibrium geometry, with properties calculated with ωB97M-V/def2-TZVPD.

Geometry as XYZ:
```
20
Properties=species:S:1:pos:R:3
O 0.00 -1.57 -1.44
O -1.69 -0.52 -0.40
N 0.19 1.27 1.09
N 2.09 0.85 0.06
C 0.92 0.41 1.87
C 2.08 0.11 1.20
C 0.90 1.56 0.00
C -0.80 0.53 -2.22
C -0.75 -0.60 -1.36
C -1.55 -1.39 0.67
H 2.85 -0.57 1.43
H -0.83 1.44 1.10
H 2.91 1.00 -0.54
H -1.84 0.92 -2.40
H -0.23 1.31 -1.56
H 0.42 -0.04 2.71
H -0.18 0.15 -3.15
H -1.91 -2.42 0.38
H -2.06 -0.85 1.61
H -0.51 -1.58 0.93
```

Results
Multiplicity: 1
Total charge: 0
Energy above the lowest of the compared OMol25 structures with the same formula, charge and spin (eV): 2.985
HOMO (eV): -8.361

Calculated atomic charges, method Löwdin, unit e: 0.071 -0.085 0.016 0.039 -0.130 -0.113 -0.149 -0.029 -0.629 -0.112 0.098 0.162 0.153 0.102 0.054 0.103 0.140 0.111 0.136 0.061

---

No. 2
Below is one molecule with the formula C3H2ClNO2 in a non-equilibrium geometry, with properties calculated with ωB97M-V/def2-TZVPD.

Geometry as XYZ:
```
9
Properties=species:S:1:pos:R:3
Cl 2.66 -0.41 -0.13
O -2.28 -1.01 -0.16
O -1.16 0.83 -0.14
N 0.09 -0.89 0.16
C 0.17 1.31 0.10
C 1.00 0.13 0.06
C -1.19 -0.40 -0.01
H 0.21 -1.97 0.24
H 0.50 2.41 -0.12
```

Results
SMILES string: O=c1[nH]c(Cl)co1
Multiplicity: 1
Total charge: 0
Energy above the lowest of the compared OMol25 structures with the same formula, charge and spin (eV): 1.591
HOMO (eV): -8.938

Calculated atomic charges, method Löwdin, unit e: 0.678 0.045 0.116 0.076 0.000 -0.646 -0.639 0.217 0.152

---

No. 3
Below is an isolated ion of composition C6H17N2 and charge +1 in a non-equilibrium geometry, with properties calculated with ωB97M-V/def2-TZVPD.

Geometry as XYZ:
```
25
Properties=species:S:1:pos:R:3
N 1.12 -0.36 0.61
N -1.15 0.27 -0.55
C 0.71 -1.37 -0.39
C -2.50 1.82 -1.99
C 2.03 0.17 2.89
C -0.78 -1.11 -0.79
C 1.78 -0.89 1.85
C -1.14 1.18 -1.73
H 2.75 -1.29 1.55
H -3.24 1.48 -1.28
H 1.21 0.85 3.10
H 0.89 -2.39 -0.04
H -0.83 0.62 -2.60
H -2.45 2.91 -1.88
H 0.26 0.21 0.78
H 1.32 -1.26 -1.28
H -0.94 -1.47 -1.80
H 1.22 -1.77 2.15
H 2.87 0.82 2.69
H 2.24 -0.34 3.82
H 1.76 0.31 0.19
H -2.82 1.67 -3.03
H -1.39 -1.75 -0.14
H -0.35 1.90 -1.55
H -2.04 0.32 -0.09
```

Results
SMILES string: CCNCC[NH2+]CC
Multiplicity: 1
Total charge: +1
Energy above the lowest of the compared OMol25 structures with the same formula, charge and spin (eV): 0.670
HOMO (eV): -13.406

Calculated atomic charges, method Löwdin, unit e: 0.016 -0.104 -0.103 -0.063 -0.064 -0.179 -0.180 -0.239 0.137 0.068 0.086 0.133 0.105 0.079 0.155 0.127 0.122 0.131 0.086 0.090 0.180 0.083 0.126 0.104 0.108

---

No. 4
Below is one molecule with the formula C4H3FS in a non-equilibrium geometry, with properties calculated with ωB97M-V/def2-TZVPD.

Geometry as XYZ:
```
9
Properties=species:S:1:pos:R:3
S 1.21 0.22 2.08
F -0.29 0.83 -1.44
C -0.06 1.31 -0.18
C -0.29 -2.23 -0.32
C -0.03 -1.18 0.11
C 0.36 0.15 0.72
H 0.54 2.20 -0.24
H -0.47 -3.06 -0.92
H -0.96 1.77 0.19
```

Results
SMILES string: C#CC(=S)CF
Multiplicity: 1
Total charge: 0
Energy above the lowest of the compared OMol25 structures with the same formula, charge and spin (eV): 2.351
HOMO (eV): -9.291

Calculated atomic charges, method Löwdin, unit e: 0.779 -0.034 -0.238 0.133 -0.151 -0.751 0.116 0.028 0.117

---

No. 5
Below is one molecule with the formula C3H7N3O in a non-equilibrium geometry, with properties calculated with ωB97M-V/def2-TZVPD.

Geometry as XYZ:
```
14
Properties=species:S:1:pos:R:3
O -2.34 -0.38 -0.81
N -1.03 -0.95 -0.77
N 2.15 0.59 0.52
N -0.78 0.44 1.29
C 0.26 0.27 -1.11
C 1.27 -0.30 -0.21
C -0.26 -0.26 0.17
H -1.52 -0.12 1.71
H -1.18 1.32 1.00
H 1.66 1.38 0.93
H 2.59 0.10 1.30
H 0.28 0.17 -2.18
H -2.80 -0.98 -1.42
H 1.69 -1.28 -0.41
```

Results
SMILES string: N[C@@H]1[C@H]2N(O)[C@@]12N
Multiplicity: 1
Total charge: 0
Energy above the lowest of the compared OMol25 structures with the same formula, charge and spin (eV): 6.388
HOMO (eV): -8.485

Calculated atomic charges, method Löwdin, unit e: -0.048 0.024 0.050 0.106 -0.016 -0.287 -0.484 0.083 0.087 0.071 0.074 0.110 0.099 0.131

---

No. 6
Below is a 3-piece molecular cluster, C16H20BNO9 overall in a non-equilibrium geometry, with properties calculated with ωB97M-V/def2-TZVPD.

Geometry as XYZ:
```
47
Properties=species:S:1:pos:R:3
O -2.36 -0.51 -3.86
O -4.37 0.37 0.48
O 3.54 2.17 -4.59
O -0.70 1.33 -1.29
O 2.17 -1.50 4.06
O -6.00 1.35 1.58
O -5.15 2.39 -0.28
O 3.03 -1.08 6.15
O 3.39 -3.05 5.02
N -2.37 1.74 -5.27
C 3.14 -1.64 -0.19
C 4.45 -1.35 -1.14
C -5.17 1.46 0.51
C 2.88 -1.81 5.18
C 0.14 0.82 -2.19
C 4.17 -3.51 6.13
C 1.06 1.22 -4.77
C -0.11 0.94 -3.84
C 4.30 -0.34 -2.46
C 2.59 1.36 -4.11
C 1.56 -0.21 4.08
C 2.86 0.37 -2.79
C -3.44 0.36 -0.60
C 1.67 -0.94 -0.47
C -6.91 2.44 1.74
C 1.57 0.06 -1.78
B -1.67 0.73 -4.34
H 3.24 -2.37 0.72
H 4.53 -4.51 5.90
H -2.04 -1.32 -4.40
H 5.53 -1.84 -0.98
H 3.56 -3.56 7.03
H -2.76 1.21 -0.53
H 5.04 -2.86 6.28
H -2.39 1.23 -6.20
H -7.52 2.24 2.62
H -6.37 3.37 1.90
H -1.70 2.56 -5.32
H -2.85 -0.56 -0.53
H 0.72 -1.14 0.18
H -3.96 0.35 -1.56
H 2.33 0.57 4.16
H 5.23 -0.13 -3.17
H -7.57 2.52 0.87
H 1.02 -0.07 3.14
H 0.88 1.29 -5.94
H 0.85 -0.13 4.91
```

Results
SMILES string: NB(O)C1=CC(=O)c2ccccc2C1=O.COC(=O)OC.COC(=O)OC
Multiplicity: 1
Total charge: 0
HOMO (eV): -9.289

Calculated atomic charges, method Löwdin, unit e: 0.006 -0.009 -0.034 -0.026 -0.020 -0.014 0.110 0.110 -0.015 0.100 -0.048 -0.047 -0.559 -0.561 -0.158 -0.053 0.066 0.002 0.002 -0.204 -0.049 -0.029 -0.058 0.011 -0.056 -0.018 -0.407 0.089 0.094 0.125 0.097 0.099 0.074 0.099 0.092 0.092 0.098 0.077 0.095 0.101 0.098 0.101 0.107 0.098 0.088 0.134 0.100

---

No. 7
Below is a 2-piece molecular cluster, C2H8N3 overall in a non-equilibrium geometry, with properties calculated with ωB97M-V/def2-TZVPD.

Geometry as XYZ:
```
13
Properties=species:S:1:pos:R:3
N 2.59 0.47 0.31
N 0.62 0.05 -0.88
N -1.84 0.21 -0.22
C 1.27 0.17 0.18
C -2.38 -0.61 0.52
H 3.09 0.24 1.14
H -0.49 0.03 -0.87
H -1.86 -1.63 0.66
H 2.98 0.55 -0.60
H 1.18 0.19 -1.72
H -2.38 1.08 -0.36
H -3.38 -0.58 0.88
H 0.60 -0.16 0.97
```

Results
Multiplicity: 1
Total charge: +1
Energy above the lowest of the compared OMol25 structures with the same formula, charge and spin (eV): 1.838
HOMO (eV): -15.149

Calculated atomic charges, method Löwdin, unit e: 0.185 0.150 0.023 -0.224 -0.037 0.121 0.064 0.124 0.115 0.142 0.117 0.074 0.148

---

No. 8
Below is a 2-piece molecular cluster, C2H4FIO overall in a non-equilibrium geometry, with properties calculated with ωB97M-V/def2-TZVPD.

Geometry as XYZ:
```
9
Properties=species:S:1:pos:R:3
I -2.65 0.35 0.04
F -1.50 -2.16 0.15
O 0.71 1.47 -0.30
C -1.55 -1.15 -0.79
C 0.92 0.13 0.06
H 0.94 2.03 0.47
H 2.01 -0.03 0.14
H 0.57 -0.21 1.03
H 0.55 -0.43 -0.79
```

Results
⟨S²⟩: 2.01
Multiplicity: 3
Total charge: 0
Energy above the lowest of the compared OMol25 structures with the same formula, charge and spin (eV): 0.703
HOMO (spin up / spin down) (eV): -8.215 / -10.149

Calculated atomic charges, method Löwdin, unit e: 0.868 -0.190 -0.156 -0.575 -0.232 0.093 0.083 0.074 0.037